Entry 1:
# C16H14BrFN2PtS

C16H14BrFN2PtS as an isolated structure (the ωB97M-V functional and the def2-TZVPD basis, the Open Molecules 2025 dataset).

```
! wB97M-V def2-TZVPD RIJCOSX def2/J DEFGRID3
* xyz 2 1
Pt -0.3078 0.2151 0.5573
Br -0.1677 -0.7374 2.7512
C -1.1014 -2.3821 2.4298
C -1.3627 -3.3003 3.3954
C -2.0777 -4.4515 2.9987
C -2.4624 -4.6329 1.6981
C -2.1590 -3.6749 0.6996
C -2.4900 -3.8333 -0.6671
C -2.1394 -2.8885 -1.5976
C -1.4399 -1.7289 -1.2153
C -1.1369 -1.5446 0.1079
C -1.4685 -2.5047 1.0893
H -1.0540 -3.1703 4.4236
H -2.3124 -5.1975 3.7448
H -2.9987 -5.5291 1.4142
H -3.0196 -4.7253 -0.9765
H -2.3967 -3.0265 -2.6383
H -1.1795 -0.9855 -1.9585
C 2.0690 4.0842 -3.4334
C 2.2383 3.6783 -2.0139
C 2.6162 4.5163 -0.9838
C 2.7235 4.0140 0.3104
N 2.4583 2.7103 0.5674
C 2.1099 1.9412 -0.4173
S 1.8608 0.2050 -0.1325
N 2.0039 2.3891 -1.6894
C 3.1295 4.8503 1.4653
H 2.3208 5.1324 -3.5645
H 1.0335 3.9323 -3.7452
H 2.7123 3.4855 -4.0811
H 2.8230 5.5561 -1.1912
H 1.6951 1.7377 -2.4032
H 3.3270 5.8789 1.1776
H 4.0222 4.4193 1.9224
H 2.3438 4.8262 2.2224
F -0.5467 1.6455 -0.6966
*
```

Its molar mass is 560.35 g mol⁻¹. For the lowest unoccupied orbital energy, the calculation gives -9.3 eV. The highest occupied orbital energy comes out at -14.86 eV. For the HOMO-LUMO gap, the calculation gives 5.593 eV.

---

Entry 2:
# C16H14BrFRu

C16H14BrFRu as an isolated structure in a non-equilibrium geometry (the ωB97M-V functional and the def2-TZVPD basis, the Open Molecules 2025 dataset).

```
! wB97M-V def2-TZVPD RIJCOSX def2/J DEFGRID3
* xyz 0 5
C -0.8427 -1.2857 -2.3683
C -1.2735 -2.3269 -1.4898
C -2.1906 -1.7512 -0.5192
H -1.0472 -3.3879 -1.5320
C -2.2318 -0.3164 -0.7870
C -1.4445 -0.0702 -1.9590
H -1.4007 0.8941 -2.4499
H -0.1805 -1.4112 -3.2175
H -2.8251 -2.3078 0.1701
H -2.8333 0.4115 -0.2414
Ru -0.3745 -1.0244 0.2622
Br 1.3431 -2.5552 0.5859
C 2.5881 0.4811 -1.0301
C 1.6987 1.3347 -1.7495
C 2.0412 1.2477 -3.1369
H 0.8703 1.9192 -1.3499
C 2.9696 0.1592 -3.2631
C 3.3441 -0.2712 -1.9743
H 4.0267 -1.0736 -1.7200
H 2.6482 0.3287 0.0527
H 1.5912 1.8230 -3.9392
H 3.3662 -0.2393 -4.2008
F -1.1045 1.5509 5.6375
C -0.9984 1.2176 4.3025
C 0.1741 1.5351 3.6133
C 0.3212 1.0504 2.3138
C -0.6934 0.2581 1.7697
C -1.9233 0.0810 2.4206
C -2.0653 0.5121 3.7486
H 0.9464 2.1207 4.1117
H 1.2040 1.2587 1.7246
H -2.7267 -0.4382 1.9051
H -2.9772 0.2753 4.3096
*
```

Its molar mass is 406.26 g mol⁻¹. For the lowest unoccupied orbital energy (spin up / spin down), the calculation gives -0.1 / -1.8 eV. The highest occupied orbital energy (spin up / spin down) comes out at -7.65 / -8.07 eV. For the HOMO-LUMO gap (spin up / spin down), the calculation gives 7.538 / 6.224 eV. The expectation value of S² is 6.0479.

---

- Among the records above, which one has the lowest molar mass?
  C16H14BrFRu

---

- Number 1 is which compound?
  C16H14BrFN2PtS

---

- Look up the molar mass of the first one.
  560.35 g mol⁻¹